No. 1
{"formula": "C30H63N14O4Ti", "method": "the ωB97M-V functional and the def2-TZVPD basis", "elements": ["Ti", "C", "N", "C", "C", "N", "C", "C", "N", "C", "C", "N", "C", "N", "C", "C", "N", "C", "C", "C", "C", "N", "C", "N", "C", "C", "N", "C", "C", "N", "C", "C", "H", "H", "H", "H", "H", "H", "H", "H", "H", "H", "H", "H", "H", "H", "H", "H", "H", "H", "H", "H", "H", "H", "H", "H", "H", "H", "H", "H", "H", "H", "H", "H", "H", "H", "H", "H", "H", "H", "H", "H", "H", "H", "H", "H", "H", "H", "H", "H", "C", "C", "N", "C", "C", "N", "C", "O", "O", "C", "O", "O", "H", "H", "H", "H", "H", "N", "C", "C", "C", "N", "H", "H", "H", "H", "H", "H", "H", "H", "H", "H"], "positions_angstrom": [[0.482, 0.078, -0.173], [-4.548, 3.624, -1.833], [-3.707, 4.632, -1.205], [-4.263, 5.984, -1.188], [-2.488, 4.346, -0.679], [-1.693, 3.400, -1.076], [-1.789, 2.846, -2.408], [-0.598, 1.968, -2.782], [-0.423, 0.600, -2.169], [0.403, -0.157, -3.152], [1.078, -1.433, -2.607], [0.614, -1.784, -1.253], [0.715, -3.044, -0.944], [1.217, -3.969, -1.851], [2.124, -4.988, -1.328], [0.484, -4.382, -3.047], [0.222, -3.549, 0.260], [-0.546, -4.789, 0.127], [0.915, -3.466, 1.550], [-1.738, -0.092, -2.015], [-2.360, 0.185, -0.647], [-1.504, -0.286, 0.458], [-2.059, -1.070, 1.369], [-1.687, -0.982, 2.660], [-1.106, 0.244, 3.211], [-1.775, -2.101, 3.594], [-3.051, -1.954, 1.076], [-4.203, -2.170, 1.946], [-3.065, -2.692, -0.175], [-2.072, 5.114, 0.417], [-0.966, 6.042, 0.229], [-3.037, 5.507, 1.437], [-5.589, 3.873, -1.629], [-4.420, 3.577, -2.917], [-4.351, 2.644, -1.400], [-4.588, 6.250, -2.196], [-5.124, 6.055, -0.520], [-3.512, 6.705, -0.881], [-2.711, 2.292, -2.596], [-1.771, 3.656, -3.146], [-0.692, 1.817, -3.861], [0.322, 2.526, -2.598], [-0.233, -0.420, -3.998], [1.162, 0.515, -3.545], [0.870, -2.228, -3.306], [2.165, -1.323, -2.606], [2.588, -4.646, -0.405], [1.630, -5.949, -1.153], [2.913, -5.156, -2.063], [1.135, -4.386, -3.924], [0.097, -5.396, -2.914], [-0.366, -3.726, -3.234], [-1.077, -4.819, -0.824], [0.070, -5.688, 0.219], [-1.288, -4.813, 0.926], [1.921, -3.101, 1.418], [0.396, -2.825, 2.262], [0.990, -4.470, 1.971], [-2.427, 0.198, -2.811], [-1.570, -1.161, -2.107], [-2.484, 1.258, -0.514], [-3.352, -0.260, -0.618], [-0.019, 0.241, 3.181], [-1.498, 1.101, 2.668], [-1.416, 0.326, 4.252], [-1.941, -3.034, 3.061], [-0.837, -2.175, 4.146], [-2.577, -1.956, 4.319], [-4.218, -1.433, 2.746], [-5.117, -2.055, 1.359], [-4.207, -3.172, 2.383], [-2.096, -2.598, -0.660], [-3.252, -3.746, 0.034], [-3.852, -2.345, -0.850], [-0.266, 5.639, -0.500], [-0.446, 6.198, 1.176], [-1.309, 7.024, -0.123], [-3.876, 4.812, 1.440], [-2.550, 5.464, 2.412], [-3.424, 6.524, 1.305], [5.940, -2.328, -0.916], [5.160, -1.990, 0.309], [3.966, -1.436, 0.339], [3.645, -1.273, 1.668], [4.653, -1.758, 2.449], [5.603, -2.201, 1.571], [4.778, -1.946, 3.915], [6.077, -1.991, 4.267], [3.857, -2.090, 4.658], [2.423, -0.554, 2.113], [2.365, -0.044, 3.194], [1.396, -0.471, 1.238], [6.270, -1.419, -1.419], [5.320, -2.892, -1.612], [6.821, -2.920, -0.671], [6.488, -2.598, 1.845], [6.136, -2.117, 5.225], [2.466, 0.801, -1.006], [3.374, 1.820, -0.395], [2.742, 2.597, 0.755], [1.372, 3.134, 0.375], [0.304, 2.106, 0.459], [2.877, -0.115, -0.793], [2.530, 0.892, -2.011], [3.653, 2.535, -1.167], [4.290, 1.333, -0.058], [3.401, 3.432, 0.996], [2.658, 1.991, 1.656], [1.397, 3.512, -0.648], [1.116, 3.970, 1.023], [-0.533, 2.554, 0.018], [0.076, 1.990, 1.443]], "mulliken_spin": [0.817, 0.000, 0.000, 0.000, 0.000, 0.001, 0.001, 0.014, -0.022, -0.014, 0.041, -0.046, 0.042, 0.008, 0.000, 0.002, 0.016, 0.000, 0.009, 0.007, 0.001, 0.010, 0.038, 0.008, 0.007, 0.000, 0.005, 0.001, -0.002, 0.000, 0.000, 0.000, 0.000, 0.000, 0.000, 0.000, 0.000, 0.000, -0.001, 0.000, 0.000, -0.002, -0.001, -0.002, 0.002, 0.003, 0.000, 0.000, 0.000, 0.000, 0.000, -0.001, 0.000, 0.000, 0.000, -0.003, -0.001, 0.001, 0.000, -0.006, 0.005, 0.004, 0.001, -0.001, 0.000, 0.000, 0.000, 0.000, 0.000, 0.000, 0.000, 0.007, 0.000, 0.000, 0.000, 0.000, 0.000, 0.000, 0.000, 0.000, 0.000, 0.000, 0.001, 0.005, 0.001, 0.000, 0.000, 0.000, 0.000, 0.003, -0.003, 0.015, 0.000, 0.000, 0.000, 0.000, 0.000, 0.012, 0.005, 0.010, 0.009, -0.007, -0.007, 0.006, 0.001, -0.002, 0.000, -0.003, -0.001, -0.003, 0.003, 0.006], "de_lowest_kcal_mol": 12.92, "lumo_energy_ev": [-4.201, -4.109], "multiplicity": 2, "total_charge": 2, "homo_lumo_gap_ev": [8.00, 8.77]}

---

No. 2
{"formula": "C30H64N2O23P", "method": "the ωB97M-V functional and the def2-TZVPD basis", "elements": ["O", "P", "O", "O", "C", "C", "C", "N", "C", "C", "O", "O", "C", "N", "H", "H", "H", "H", "H", "H", "H", "H", "H", "H", "H", "H", "H", "H", "H", "H", "C", "C", "O", "C", "O", "O", "C", "H", "H", "H", "H", "H", "H", "H", "H", "C", "C", "O", "C", "O", "O", "C", "H", "H", "H", "H", "H", "H", "H", "H", "C", "C", "O", "C", "O", "O", "C", "H", "H", "H", "H", "H", "H", "H", "H", "C", "C", "O", "C", "O", "O", "C", "H", "H", "H", "H", "H", "H", "H", "H", "C", "C", "O", "C", "O", "O", "C", "H", "H", "H", "H", "H", "H", "H", "H", "C", "C", "O", "C", "O", "O", "C", "H", "H", "H", "H", "H", "H", "H", "H"], "positions_angstrom": [[7.636, -1.138, 2.593], [6.341, -1.790, 2.504], [6.330, -3.168, 1.678], [5.705, -2.149, 3.940], [5.107, -0.743, 1.709], [3.689, -1.341, 1.729], [3.103, -1.217, 0.338], [1.637, -1.579, 0.284], [0.964, -2.004, 1.578], [0.908, -3.533, 1.599], [2.152, -4.149, 1.336], [2.195, -4.359, -0.096], [1.561, -1.357, 2.849], [2.796, -0.604, 2.611], [5.851, -3.903, 2.082], [5.109, -2.907, 3.972], [5.114, 0.214, 2.233], [5.443, -0.592, 0.681], [3.758, -2.402, 2.015], [3.164, -0.164, 0.059], [3.665, -1.779, -0.406], [1.530, -2.370, -0.361], [1.123, -0.802, -0.128], [-0.072, -1.671, 1.491], [0.152, -3.901, 0.901], [0.610, -3.861, 2.595], [3.142, -4.252, -0.277], [1.716, -2.156, 3.587], [0.824, -0.675, 3.270], [3.249, -0.476, 3.509], [3.888, 4.692, 1.666], [4.183, 3.870, 0.432], [3.021, 3.151, -0.024], [2.123, 3.855, -0.715], [2.208, 5.009, -1.027], [1.118, 3.030, -1.028], [0.049, 3.650, -1.761], [3.447, 4.067, 2.444], [4.809, 5.129, 2.051], [3.193, 5.498, 1.439], [4.910, 3.090, 0.653], [4.585, 4.492, -0.368], [0.431, 4.171, -2.636], [-0.489, 4.346, -1.121], [-0.616, 2.847, -2.064], [-5.369, 0.588, 1.005], [-4.355, 1.677, 1.267], [-3.671, 2.074, 0.060], [-4.356, 2.905, -0.730], [-5.447, 3.356, -0.508], [-3.615, 3.154, -1.810], [-4.251, 4.003, -2.779], [-4.906, -0.257, 0.492], [-5.798, 0.243, 1.945], [-6.178, 0.959, 0.378], [-3.562, 1.326, 1.925], [-4.819, 2.548, 1.728], [-4.606, 4.920, -2.316], [-5.079, 3.479, -3.253], [-3.492, 4.232, -3.521], [7.759, -7.294, 6.320], [7.978, -8.072, 5.043], [6.782, -8.765, 4.630], [5.875, -8.036, 4.003], [5.967, -6.863, 3.724], [4.834, -8.817, 3.718], [3.751, -8.168, 3.054], [7.376, -7.949, 7.103], [8.702, -6.865, 6.658], [7.047, -6.484, 6.168], [8.711, -8.862, 5.187], [8.319, -7.429, 4.232], [4.099, -7.651, 2.162], [3.264, -7.461, 3.725], [3.058, -8.957, 2.781], [-9.763, 0.436, 5.927], [-8.755, 1.544, 6.134], [-8.101, 1.908, 4.903], [-8.808, 2.710, 4.105], [-9.900, 3.158, 4.336], [-8.092, 2.935, 3.004], [-8.747, 3.751, 2.024], [-9.293, -0.422, 5.447], [-10.169, 0.119, 6.888], [-10.587, 0.774, 5.300], [-7.946, 1.220, 6.787], [-9.217, 2.428, 6.572], [-9.103, 4.677, 2.469], [-9.582, 3.211, 1.581], [-7.999, 3.962, 1.265], [-3.137, -0.428, -6.650], [-3.690, 0.197, -5.388], [-4.744, 1.131, -5.674], [-5.938, 0.585, -5.917], [-6.195, -0.590, -5.888], [-6.793, 1.566, -6.187], [-8.121, 1.129, -6.505], [-2.819, 0.345, -7.349], [-2.278, -1.055, -6.411], [-3.890, -1.047, -7.137], [-2.930, 0.792, -4.883], [-4.056, -0.559, -4.694], [-8.505, 0.472, -5.729], [-8.128, 0.610, -7.462], [-8.720, 2.032, -6.566], [4.057, 4.581, -3.870], [3.663, 3.122, -3.865], [3.112, 2.701, -5.123], [4.013, 2.430, -6.072], [5.208, 2.468, -5.941], [3.358, 2.107, -7.184], [4.201, 1.832, -8.312], [3.213, 5.204, -4.166], [4.368, 4.883, -2.870], [4.879, 4.766, -4.561], [2.863, 2.940, -3.147], [4.508, 2.482, -3.607], [4.948, 1.083, -8.060], [4.693, 2.743, -8.645], [3.540, 1.460, -9.088]], "lowdin_charge": [-0.227, 0.415, -0.108, -0.109, -0.156, -0.392, -0.059, 0.131, -0.183, -0.148, -0.118, -0.004, -0.126, 0.004, 0.079, 0.080, 0.114, 0.109, 0.118, 0.142, 0.142, 0.153, 0.188, 0.158, 0.144, 0.147, 0.117, 0.128, 0.129, 0.128, -0.057, -0.206, 0.011, -0.637, 0.139, -0.023, -0.024, 0.081, 0.086, 0.080, 0.118, 0.117, 0.097, 0.103, 0.089, -0.060, -0.208, 0.022, -0.614, 0.130, -0.014, -0.022, 0.077, 0.083, 0.078, 0.117, 0.123, 0.098, 0.098, 0.094, -0.062, -0.197, 0.049, -0.616, 0.094, 0.013, -0.044, 0.084, 0.084, 0.072, 0.126, 0.123, 0.090, 0.094, 0.097, -0.064, -0.210, 0.027, -0.616, 0.129, -0.006, -0.028, 0.080, 0.082, 0.077, 0.121, 0.123, 0.097, 0.100, 0.087, -0.063, -0.219, 0.027, -0.616, 0.125, 0.005, -0.029, 0.084, 0.078, 0.078, 0.117, 0.121, 0.096, 0.100, 0.095, -0.048, -0.208, 0.036, -0.615, 0.127, 0.006, -0.030, 0.089, 0.068, 0.082, 0.104, 0.124, 0.095, 0.101, 0.094], "lumo_energy_ev": -3.132, "total_charge": 1, "homo_lumo_gap_ev": 8.93}